[1]
Entry from the OMol25 dataset: a molecular structure, C21H42GeN6OPPdS3 (ωB97M-V/def2-TZVPD).

Structure (XYZ):
```
76
Properties=species:S:1:pos:R:3:forces:R:3
H 3.7419 -2.4810 -3.5862 0.0235 0.0046 0.0061
C 0.9123 3.4404 3.2774 0.0093 0.0095 -0.0561
N 1.2415 -3.2735 3.2729 -0.0128 0.0186 -0.0703
H 4.3058 -0.9705 -2.8457 0.0130 0.0091 -0.0331
H -4.1081 0.7491 -0.1876 -0.0733 -0.1149 0.0513
H 1.5024 -3.3316 5.3595 -0.0106 0.0075 -0.0095
Pd 1.2283 0.3576 0.5268 0.0797 -0.0522 0.1653
N 3.0827 1.8680 -2.1017 -0.0653 0.0280 -0.1106
N 2.0926 2.1467 0.0199 0.0404 -0.0639 0.1361
H 0.4407 -3.2067 -1.3895 -0.0121 -0.0067 0.0169
O 1.8592 -0.5075 -1.2001 -0.0306 -0.1035 -0.0823
H -3.2866 0.2373 -2.5501 0.0213 -0.1295 0.0328
C 1.3641 -2.1262 2.6393 0.0536 0.1388 0.1318
H 3.9939 -2.2497 4.0629 -0.0074 0.0008 -0.0151
H -1.6089 0.1884 4.1302 -0.0084 -0.0188 -0.0157
H 2.6940 0.9401 -2.1821 -0.0302 0.0445 0.0391
H -4.4255 2.1246 -3.5991 0.0072 0.0113 -0.0195
H 3.9375 -3.5350 -0.9818 0.0005 -0.0022 -0.0026
H -6.5027 0.2411 -0.6541 -0.0118 -0.0015 -0.0028
C 3.4257 -2.6970 -0.5057 0.0007 0.0136 -0.0174
H -2.9038 3.7183 -1.4557 0.0020 0.0170 -0.0008
H 2.6013 -0.4839 2.8200 -0.0343 0.0168 0.0027
S 3.4638 4.1561 -0.7622 0.0272 0.0079 0.0225
H -1.1731 -1.0584 -1.8421 0.0105 -0.0085 0.0101
C -4.2538 3.0113 -2.9868 0.0131 0.0155 -0.0039
H 0.8417 -5.2722 2.8030 0.0099 0.0100 0.0034
H -1.5175 3.3602 -3.5293 -0.0128 0.0004 0.0172
H -3.5268 -1.4593 -2.2338 -0.0350 -0.0049 0.0380
C -5.7359 0.0153 -1.3927 -0.0133 0.0085 -0.0037
H 4.1754 -1.9997 -0.1289 0.0093 -0.0164 0.0124
C -0.1730 1.2539 3.1656 0.0794 0.0232 -0.0333
H -4.4259 -0.9645 0.0144 0.0053 0.0161 0.0074
H -1.7554 1.6405 0.7623 0.0944 -0.0369 0.0669
H -0.3128 -4.0996 2.1376 0.0056 -0.0029 -0.0085
C 1.2476 2.7185 2.1980 0.0346 -0.0111 -0.0246
H 2.8168 -3.0755 0.3131 0.0177 0.0008 0.0084
C 0.2994 -4.3482 2.9996 -0.0339 -0.0438 0.0166
S 0.4171 -1.7145 1.2432 -0.0153 -0.0375 -0.1687
H 1.2254 4.4384 3.5368 -0.0168 -0.0020 0.0107
C -1.7530 2.5401 -2.8479 -0.0576 0.0242 0.0024
C -4.3750 -0.1671 -0.7337 -0.0297 -0.0809 0.0533
H -5.7162 0.8308 -2.1176 -0.0170 -0.0509 0.0438
H -1.8905 1.6510 -3.4700 0.0323 0.0322 -0.0221
H -3.2517 1.9963 -1.3812 0.0367 0.2516 -0.1231
C -0.5760 2.3279 -1.8852 0.1683 -0.0430 0.0605
C -3.0425 2.8344 -2.0849 0.0848 0.0180 0.0314
P 2.4016 -1.8651 -1.7128 0.0349 -0.0678 0.0113
H -5.1542 3.2059 -2.4073 -0.0130 0.0142 -0.0078
H 2.8513 -0.9845 -3.8882 0.0160 0.0051 -0.0124
C -1.8859 -0.6533 -1.1223 0.0510 0.0128 -0.0256
N 2.2759 -1.3464 3.2197 0.0219 -0.0841 0.0219
H -4.1024 3.8551 -3.6609 0.0135 0.0025 0.0082
H -1.9389 -1.3225 -0.2630 0.0164 -0.0443 0.0014
N -0.9487 0.1884 3.3693 -0.0392 -0.0472 0.0392
H 2.8443 5.0967 1.4196 -0.0106 0.0019 -0.0093
H -0.9870 -0.5557 2.6890 -0.0055 0.0106 0.0262
Ge -1.2226 1.0775 -0.5554 -0.4429 0.1657 -0.1477
C 1.0955 -2.9688 -2.2258 0.0223 0.0301 -0.0033
C 2.8295 2.5734 -0.9984 0.0231 0.0160 -0.0552
C 3.4223 -1.5375 -3.1408 -0.0437 0.0023 0.0155
H 1.5374 -3.8908 -2.6085 -0.0142 -0.0065 -0.0015
H -0.3463 -4.4971 3.8649 0.0008 0.0081 0.0043
C 2.9583 -2.0407 4.3265 -0.0003 0.0053 0.0158
H -0.2989 3.2502 -1.3718 0.0274 0.0141 -0.0539
S -0.2000 2.5741 4.2668 0.0103 0.0331 0.0353
H 3.5593 2.2907 -2.8808 0.0309 -0.0257 0.0163
H 2.7184 -4.2282 4.4398 -0.0027 0.0002 0.0048
H 2.9387 -1.4351 5.2287 0.0066 -0.0026 0.0007
C 2.7289 4.2256 0.7956 -0.0448 -0.0015 0.0602
H 0.3010 1.9178 -2.3857 0.0248 0.0484 -0.0127
H 0.5198 -2.5027 -3.0263 -0.0100 -0.0157 -0.0077
N 0.6662 1.4352 2.1436 -0.0593 0.0530 0.0011
C -3.2916 -0.5084 -1.7496 0.0010 -0.0511 -0.0823
C 2.0523 3.0928 1.0489 0.0039 0.0490 -0.0259
C 2.1170 -3.3213 4.4589 0.0250 -0.0151 0.0062
H -6.0375 -0.8901 -1.9205 0.0042 -0.0075 0.0133
```
Positions in Å, forces in eV/Å.

Charge: +3
Energy, hartree: -4969.119026
ΔE to the lowest compared entry with this formula, charge and spin, kcal per mole: 0.0
HOMO-LUMO gap, eV: 6.77

[2]
Entry from the OMol25 dataset: 7 unconnected molecules or ions with the total composition C21H42O7 at a distorted geometry (ωB97M-V/def2-TZVPD).

Structure (XYZ):
```
70
Properties=species:S:1:pos:R:3:forces:R:3
H -22.1736 -11.9926 -24.8404 1.8910 -0.9148 0.1880
C -21.6670 -14.0747 -25.3274 -1.8604 -0.5154 -1.8455
O -29.1620 -15.2108 -18.1461 2.8278 -2.2821 0.5425
C -21.2460 -12.6358 -25.0801 -0.5561 -1.9407 3.8522
H -24.7917 -13.5728 -20.2516 1.4514 -1.3123 -0.5297
H -22.8513 -9.0804 -20.0592 0.9170 -0.1670 0.1226
H -23.9138 -11.9942 -13.3066 1.1165 -0.8405 -1.9291
C -22.7973 -10.2930 -18.4391 -3.4326 -2.6129 1.3416
H -22.3008 -14.5668 -17.8176 4.0682 -2.0885 3.9710
C -28.2479 -17.4158 -18.3971 6.7691 0.4262 3.1309
H -24.5185 -10.8290 -17.3011 -0.3475 0.2338 -2.5907
H -20.7207 -12.2958 -25.8468 1.4113 1.7744 -4.1211
H -22.6140 -10.6337 -20.7371 -0.0524 -0.0855 1.9172
C -24.5472 -12.9759 -15.2832 1.8648 -1.4503 -0.6465
O -22.2702 -10.4230 -17.3338 0.6549 0.8833 -2.4516
C -28.4193 -12.7442 -23.0329 0.1449 -2.3821 -0.6903
C -27.7816 -15.0039 -21.9951 -5.7820 2.1586 -6.8105
H -24.6193 -11.3671 -19.0558 -0.4418 -3.5856 -2.0141
C -24.0615 -14.3282 -20.7564 -5.2066 -4.5777 9.5394
H -27.6353 -18.1434 -17.6384 -1.8076 1.5380 -2.1222
O -21.9110 -15.4190 -20.1654 -3.4647 1.0325 1.3610
H -23.9381 -14.6316 -14.0439 0.3860 -0.7080 1.2840
H -22.1694 -15.8536 -24.2826 -1.6502 -1.5700 -0.1395
H -20.7667 -15.1912 -23.6697 -1.6899 0.9533 -0.5263
C -23.0180 -14.1764 -18.3276 -7.9942 1.4007 -5.2216
H -20.3213 -12.7603 -24.3775 -2.2425 0.8311 0.0781
H -23.1537 -13.0546 -18.3733 0.9144 -1.2190 -0.1891
H -27.8396 -17.4838 -19.3849 1.3355 0.0996 -0.5023
H -22.3855 -19.4620 -22.1121 2.3223 -3.4135 -4.1701
H -28.5004 -13.2996 -23.9609 0.6722 0.1674 -0.9041
H -22.3859 -17.8315 -21.7288 0.8114 -0.0634 0.7726
C -24.6394 -18.8698 -23.0005 -0.1357 -0.4834 -2.4525
H -21.2488 -9.9663 -19.8233 0.7192 0.5733 -0.2522
C -27.5216 -13.6025 -22.1340 -3.5589 2.1465 -1.4526
H -22.9191 -14.3559 -15.5982 -1.5310 -0.3796 1.3680
H -29.1535 -17.6416 -18.6344 -6.0624 -1.7652 -0.3395
H -23.9497 -18.1312 -23.6609 -2.0741 -1.5803 1.2649
H -24.5303 -15.0418 -15.6503 -2.0918 -2.7184 -1.7711
H -24.6722 -19.9113 -23.5715 0.9420 1.8344 1.5508
H -22.2454 -14.3701 -23.2530 -1.6668 1.3673 2.2392
O -25.3288 -12.7174 -16.1810 0.4689 -0.2565 1.3124
O -24.8719 -18.6304 -20.6120 1.0405 -0.3156 -2.2409
O -26.7293 -13.0380 -21.4834 3.2855 1.5152 2.1974
H -27.1272 -14.6013 -16.4782 -0.7424 -0.5391 -0.2972
H -24.4910 -11.0863 -14.4896 -0.7885 1.0931 -0.6228
H -22.9946 -11.5075 -14.8417 4.1474 0.9162 -1.5227
H -28.2010 -15.3022 -21.1827 -2.9507 -1.3202 5.4052
C -23.8169 -11.9104 -14.4649 -5.7247 -0.9209 3.6895
H -28.4125 -15.4096 -22.8994 0.8712 0.7899 1.7113
H -26.2505 -15.2388 -17.7806 0.1008 -0.7075 0.2847
H -29.4696 -12.9141 -22.8113 -0.2165 0.8755 0.9773
C -24.3436 -10.6225 -18.4466 2.3253 2.0604 5.2215
C -22.3161 -10.0313 -19.8146 0.2467 0.9399 -1.2726
H -26.9775 -15.4611 -22.0747 7.7622 -4.3288 -0.6139
C -23.9543 -14.4589 -15.0774 2.1405 5.1825 -0.9772
C -27.0385 -15.5341 -17.0627 0.7632 -0.2198 0.4564
H -22.3453 -19.3131 -20.4397 -0.3472 1.4629 -0.8516
C -28.1977 -15.9926 -17.8889 -3.4322 2.5313 -0.5052
H -28.0106 -11.7628 -23.1815 -0.3641 0.4469 0.1805
H -25.7429 -18.7037 -22.9704 0.9607 0.8323 -0.2081
H -24.9879 -9.8848 -18.8237 -0.6196 1.8392 -0.1161
C -24.1187 -18.7969 -21.5934 -2.4494 -0.1282 2.7623
H -24.7427 -15.1861 -20.9372 0.6891 0.5316 -0.8773
O -21.9601 -14.4795 -26.4780 1.0604 0.6817 3.4004
H -23.6181 -13.8490 -21.4064 4.1360 3.9987 -7.3143
H -26.7485 -16.3850 -16.3876 0.2530 0.8930 -0.7412
H -24.1930 -14.4096 -18.1144 2.8904 0.0354 0.5956
C -22.6661 -18.8441 -21.4175 -1.0929 1.9865 3.6201
C -21.8561 -14.8998 -24.0217 5.3082 -0.7019 -3.0948
C -22.9505 -14.8431 -19.7466 2.7075 2.0622 -1.4104
```
Positions in Å, forces in eV/Å.

Charge: 0
Energy, hartree: -1351.673940
ΔE to the lowest compared entry with this formula, charge and spin, kcal per mole: 214.7
HOMO-LUMO gap, eV: 9.82

[3]
Entry from the OMol25 dataset: 7 unconnected molecules or ions with the total composition C21H42O7 at a distorted geometry (ωB97M-V/def2-TZVPD).

Structure (XYZ):
```
70
Properties=species:S:1:pos:R:3:forces:R:3
H 0.4138 6.0622 0.5061 -0.5384 -0.3290 0.2381
C 4.2863 -4.9266 -2.3487 -0.1421 -1.1415 -0.5334
O -2.3595 -1.3792 -4.6639 0.9502 1.0443 1.3312
H -0.6602 -2.0929 -2.7609 0.0923 -0.1994 -0.3170
H 3.7886 -5.3296 3.2753 -0.3051 0.4287 0.3460
H -1.3073 1.2478 -5.1272 0.1495 -0.5729 -0.3439
H -0.0975 -2.7448 1.1663 0.3026 0.1117 -0.2312
H -0.6419 0.8853 -0.3639 0.3739 0.1746 -0.1067
H 0.0756 -0.5176 -2.5967 -0.3724 0.3584 0.0821
H -3.3167 5.6723 2.3710 -0.0509 -0.3005 0.1650
H -1.5646 0.5878 1.0397 0.0521 0.2354 0.3565
H 0.6872 4.2564 0.4957 -0.5235 0.1418 0.2171
C 0.1546 -0.5931 0.9531 -0.3862 -2.7944 -0.4130
C -2.3225 3.5947 2.3788 1.9106 0.4866 -0.7437
H 2.8281 6.6002 1.4719 -0.4436 -0.0513 -0.3279
H -3.7765 0.8899 0.1244 0.3380 -0.6322 0.6255
C -1.5996 -0.6573 -4.0301 -0.0670 0.5796 -1.8822
H -4.1635 1.2303 -1.3666 -1.1156 -0.0803 -0.6417
O 2.2334 -4.4983 -3.4666 -1.4265 -1.0938 -3.1177
C 2.3630 -3.4989 -1.3747 1.0932 -1.6526 0.4291
H 0.4538 -1.4118 -3.9815 -0.3483 -0.2828 -0.4285
H -5.8851 -2.4965 -0.0527 -0.0634 0.1091 0.0152
C -2.6942 5.0227 1.7557 0.8436 -1.5557 0.4536
H 5.0125 -4.1211 -2.2401 0.0425 -0.1989 0.1116
C -0.5410 -1.9494 0.5673 0.0033 1.1138 0.7689
H 3.1212 4.8546 1.3374 -0.3155 -0.0614 0.5130
H -1.1440 1.5225 -3.4728 -0.0496 -0.4533 0.4932
C 3.0372 5.7862 0.7778 1.1746 -0.9403 -0.0427
C -4.8905 -0.7290 -0.6458 -1.3415 -0.5390 -0.6882
H -4.3313 2.8555 1.8659 0.1257 0.2869 -0.0510
H 4.0442 5.8597 0.3671 0.0058 0.5562 0.0468
H -5.5406 -1.4419 1.3100 0.2493 0.0645 0.1346
H -2.7385 1.2245 -4.2042 -0.0952 -0.2204 0.2176
H 2.6929 -4.0183 -0.4749 0.0368 0.3182 0.4737
C 2.9087 -4.3890 -2.5149 0.1038 2.2812 2.8743
C 4.8187 -3.4928 2.5604 -0.8751 0.3697 0.8853
H 5.1984 -4.9295 4.2908 -0.1071 0.4376 -0.0217
C -1.6992 0.8976 -4.1723 -0.3251 -0.1756 -0.0614
H -3.2064 4.8257 0.8140 -0.1398 0.0490 0.0019
H 0.0910 5.1097 -1.0003 0.0020 -0.0859 0.1780
O 1.2018 -0.6938 1.5341 0.7031 0.7142 0.2852
C 2.1665 5.4454 -0.4019 -0.3454 0.5027 -0.4073
H -6.9072 -1.0995 0.3393 0.0924 0.4075 -0.4810
H -3.2111 1.5513 2.1590 0.4532 0.1826 0.2842
H -1.7505 5.5210 1.5342 -0.0999 0.0103 0.1325
H 0.0516 1.4261 1.2604 -0.4942 0.3953 -0.3073
H 3.5469 -1.6679 2.0639 0.8918 -0.2327 -0.4596
C -4.6447 0.7438 -0.5182 1.3486 0.3572 1.2387
O -1.1382 3.3240 2.6487 -3.1259 0.5705 -0.4658
H 2.9059 -2.5543 -1.4074 -0.5032 0.2467 0.0540
H 1.2736 -3.5058 -1.3373 0.2132 0.5457 -0.4475
C -0.3821 -1.1969 -3.3159 0.0495 -0.1134 0.8721
H 4.4603 -5.5651 -3.2148 0.4286 0.3466 -0.2098
H -5.3683 1.2925 0.0847 -0.4920 0.0828 -0.7793
C 3.8148 -2.3707 2.8528 -0.9412 -0.5695 0.3018
C -3.4628 2.5686 2.4588 0.0366 0.5649 0.1988
O 2.6865 5.3710 -1.4963 -0.8373 -0.2001 0.3508
C -5.8794 -1.4566 0.2741 0.4560 -0.1430 0.4417
H 4.1068 -1.7599 3.7071 0.1229 -0.2486 0.1960
H 2.8336 -2.8015 3.0521 -0.0123 -0.1869 0.5481
C -0.5332 0.6939 0.7036 -0.0297 -0.0776 0.0220
H -0.4864 -2.1901 -0.4943 -0.1877 0.1724 0.0901
H 4.3041 -5.6289 -1.5154 0.1869 0.3799 0.4070
O -4.3978 -1.3860 -1.5327 0.5620 0.3592 0.0727
C 4.7746 -4.8653 3.2886 -0.2002 -0.0835 -1.0380
C 0.6725 5.1811 -0.0811 1.8147 0.4519 -0.7531
H 5.3430 -5.5259 2.6338 0.3713 0.0816 0.1598
H -3.7990 2.5698 3.4956 0.0098 -0.2058 0.1382
H -1.5679 -1.8709 0.9243 -0.3151 -0.0986 -0.4893
O 5.6571 -3.3168 1.7305 1.0256 0.0013 -0.9622
```
Positions in Å, forces in eV/Å.

Charge: 0
Energy, hartree: -1351.934947
ΔE to the lowest compared entry with this formula, charge and spin, kcal per mole: 50.9
HOMO-LUMO gap, eV: 9.49